DFT (ωB97M-V/def2-TZVPD) results for a molecular structure, C20H29As2F6HfN4O8S3.

E_HOMO = -0.658 Ha

```
! wB97M-V def2-TZVPD RIJCOSX def2/J DEFGRID3
* xyz 3 1
Hf 0.92 -0.01 1.26
C -1.61 1.18 4.33
As -1.47 1.02 2.41
C -3.19 0.29 1.87
C -1.40 2.85 1.75
C -2.61 3.54 1.76
C -2.69 4.87 1.38
C -1.54 5.53 0.97
C -0.32 4.86 0.95
C -0.24 3.52 1.33
As 1.55 2.74 1.30
C 2.48 3.54 2.80
C 2.41 3.42 -0.30
H -2.42 1.87 4.53
H -0.69 1.57 4.75
H -1.84 0.21 4.77
H -3.94 0.67 2.57
H -3.17 -0.79 1.94
H -3.46 0.59 0.86
H -3.53 3.04 2.07
H -3.64 5.38 1.40
H -1.58 6.57 0.68
H 0.56 5.40 0.63
H 2.54 4.61 2.64
H 3.49 3.12 2.88
H 1.92 3.34 3.71
H 2.50 4.50 -0.22
H 1.80 3.17 -1.17
H 3.40 2.99 -0.38
F 0.87 -1.31 5.03
C 1.91 -0.68 4.55
F 2.86 -0.57 5.41
F 1.52 0.55 4.11
S 2.58 -1.54 3.01
O 2.92 -0.33 2.15
O 3.59 -2.47 3.29
N 1.17 -2.02 2.35
S 1.24 -2.88 0.84
O 1.54 -1.69 -0.02
O 2.05 -4.02 0.87
C -0.68 -3.16 0.82
F -1.09 -3.19 2.06
F -1.02 -4.23 0.20
F -1.14 -2.04 0.23
C -1.47 -5.08 -4.49
C -0.22 -4.99 -3.63
S -0.06 -3.42 -2.80
O 0.74 -3.62 -1.60
O -1.34 -2.77 -2.64
C 0.91 -2.37 -3.91
C 0.39 -0.94 -4.03
N 0.07 -0.26 -2.75
C 0.97 0.15 -1.86
N 0.35 0.66 -0.77
C -1.02 0.60 -1.04
C -1.18 0.02 -2.24
N -2.48 -0.21 -2.86
O -2.51 -0.42 -4.05
O -3.41 -0.15 -2.10
C 2.44 0.12 -2.06
H -1.42 -5.99 -5.08
H -1.55 -4.24 -5.18
H -2.37 -5.11 -3.88
H 0.70 -5.11 -4.21
H -0.19 -5.72 -2.81
H 0.84 -2.80 -4.92
H 1.94 -2.47 -3.59
H -0.52 -0.92 -4.62
H 1.14 -0.34 -4.55
H -1.77 1.03 -0.40
H 2.72 0.86 -2.81
H 2.79 -0.86 -2.39
H 2.96 0.37 -1.14
*
```

Here are the Löwdin charges for atoms 1 to 6, given in e:
1. Hf 1.511
2. C -0.231
3. As 1.103
4. C -0.228
5. C -0.422
6. C -0.087

DFT (ωB97M-V/def2-TZVPD) results for a single C8H10ClNO2 molecule.

structure (SMILES) = NCCc1cc(O)c(Cl)cc1O
E_HOMO = -0.299 Ha

```
! wB97M-V def2-TZVPD RIJCOSX def2/J DEFGRID3
* xyz 0 1
N -1.90 -2.11 0.00
C -1.04 -1.90 -1.20
C -0.80 -0.38 -1.52
C 0.02 0.29 -0.44
C 1.31 0.68 -0.69
C 2.13 1.28 0.37
O 3.48 1.43 0.04
C 1.48 1.64 1.52
Cl 2.25 2.57 2.79
C 0.06 1.42 1.72
C -0.58 0.64 0.74
O -1.88 0.35 1.05
H -1.33 -2.16 0.88
H -2.33 -3.02 0.02
H -0.05 -2.33 -1.18
H -1.59 -2.37 -2.03
H -0.33 -0.16 -2.51
H -1.80 0.07 -1.53
H 1.70 0.41 -1.70
H 3.83 2.20 0.51
H -0.44 1.90 2.59
H -2.18 -0.47 0.58
*
```

Here are the natural (NBO) charges for atoms 1 to 6, given in e:
1. N -0.865
2. C -0.213
3. C -0.427
4. C -0.113
5. C -0.195
6. C 0.230

DFT (ωB97M-V/def2-TZVPD) results for a molecular structure, CAuNO5S2.

E_HOMO (spin up / spin down) = -0.533 / -0.515 Ha

```
! wB97M-V def2-TZVPD RIJCOSX def2/J DEFGRID3
* xyz 1 4
Au 1.29 -0.98 0.09
N 0.81 1.11 -0.17
S -0.40 0.83 0.98
O -0.05 -0.64 1.35
S 2.30 1.50 0.39
O 3.01 0.12 0.45
O -1.65 0.75 0.02
C -1.84 -0.64 -0.87
O -1.95 -1.66 -0.23
O -1.53 -0.40 -2.01
*
```

Here are the natural (NBO) charges for atoms 1 to 6, given in e:
1. Au 1.433
2. N -0.910
3. S 1.674
4. O -0.814
5. S 1.236
6. O -0.727

DFT (ωB97M-V/def2-TZVPD) results for a molecular structure, C20H27CuIN4O5S.

E_HOMO (spin up / spin down) = -0.268 / -0.268 Ha

```
! wB97M-V def2-TZVPD RIJCOSX def2/J DEFGRID3
* xyz 0 2
Cu 0.35 -0.02 2.34
C 4.72 0.04 3.31
C 4.51 -0.16 1.81
C 3.39 0.82 1.49
O 2.67 1.03 2.73
C 3.29 0.24 3.78
H 5.31 0.94 3.50
H 5.20 -0.81 3.80
H 4.19 -1.19 1.61
H 5.41 0.04 1.22
H 2.69 0.43 0.75
H 3.77 1.78 1.16
H 2.76 -0.70 3.87
H 3.20 0.80 4.71
C -3.46 -0.60 -3.04
C -2.21 -0.64 -3.90
S -0.85 0.34 -3.31
O -0.46 -0.16 -2.01
O 0.13 0.42 -4.36
C -1.48 2.00 -3.08
C -2.15 2.30 -1.74
N -1.24 2.28 -0.60
C -1.22 1.33 0.36
N -0.17 1.50 1.17
C 0.51 2.59 0.73
C -0.13 3.07 -0.37
N 0.17 4.27 -1.08
O 1.21 4.83 -0.79
O -0.63 4.67 -1.91
C -2.20 0.23 0.51
H -4.15 -1.37 -3.41
H -3.96 0.36 -3.09
H -3.23 -0.85 -2.01
H -2.39 -0.30 -4.92
H -1.79 -1.65 -3.95
H -2.19 2.19 -3.89
H -0.62 2.65 -3.25
H -2.94 1.58 -1.53
H -2.60 3.29 -1.80
H 1.38 2.98 1.21
H -3.21 0.53 0.26
H -2.18 -0.12 1.54
H -1.90 -0.61 -0.13
I 2.93 3.62 3.64
C 0.44 -1.93 2.82
C -0.17 -2.53 1.63
C -1.49 -3.01 1.60
C -2.09 -3.43 0.43
C -1.38 -3.40 -0.77
C -0.04 -3.00 -0.76
C 0.55 -2.59 0.41
C -2.02 -3.72 -2.01
N -2.53 -3.92 -3.03
H 1.49 -2.21 2.91
H -0.08 -2.19 3.74
H -2.06 -3.02 2.53
H -3.12 -3.77 0.44
H 0.52 -2.99 -1.68
H 1.57 -2.25 0.40
*
```

Here are the natural (NBO) charges for atoms 1 to 6, given in e:
1. Cu 0.677
2. C -0.433
3. C -0.434
4. C -0.081
5. O -0.561
6. C -0.078

DFT (ωB97M-V/def2-TZVPD) results for a single C20H22N2O5S molecule.

structure (SMILES) = O=C(Nc1ccc2c(c1)OCCO2)c1ccc(S(=O)(=O)N2CCCCC2)cc1
E_HOMO = -0.298 Ha

```
! wB97M-V def2-TZVPD RIJCOSX def2/J DEFGRID3
* xyz 0 1
O -1.60 -2.94 0.88
C -1.25 -1.98 0.23
N -2.08 -1.00 -0.22
C -3.47 -0.89 -0.09
C -4.25 -1.88 0.50
C -5.62 -1.69 0.61
C -6.23 -0.54 0.13
C -5.44 0.44 -0.50
C -4.07 0.26 -0.59
O -5.99 1.57 -1.03
C -7.39 1.51 -1.18
C -8.02 0.93 0.09
O -7.58 -0.39 0.29
C 0.19 -1.76 -0.12
C 0.60 -1.13 -1.29
C 1.95 -0.98 -1.56
C 2.88 -1.47 -0.67
S 4.63 -1.18 -0.98
O 4.81 -0.93 -2.37
O 5.39 -2.22 -0.34
N 4.95 0.24 -0.17
C 4.94 0.17 1.27
C 5.71 1.36 1.83
C 5.11 2.67 1.32
C 5.09 2.65 -0.21
C 4.34 1.43 -0.71
C 2.49 -2.13 0.49
C 1.14 -2.28 0.75
H -1.65 -0.21 -0.69
H -3.79 -2.77 0.88
H -6.24 -2.44 1.07
H -3.49 1.03 -1.07
H -7.73 2.52 -1.37
H -7.64 0.86 -2.04
H -9.11 0.89 0.00
H -7.75 1.56 0.94
H -0.12 -0.78 -2.02
H 2.30 -0.51 -2.47
H 5.41 -0.77 1.55
H 3.91 0.19 1.65
H 6.75 1.29 1.51
H 5.69 1.33 2.92
H 5.68 3.52 1.68
H 4.08 2.76 1.69
H 6.12 2.61 -0.58
H 4.62 3.56 -0.60
H 4.40 1.35 -1.80
H 3.28 1.49 -0.41
H 3.25 -2.53 1.14
H 0.80 -2.80 1.64
*
```

Here are the natural (NBO) charges for atoms 1 to 6, given in e:
1. O -0.596
2. C 0.665
3. N -0.591
4. C 0.143
5. C -0.245
6. C -0.217

DFT (ωB97M-V/def2-TZVPD) results for a molecular structure, C32H24BrN6O4S2W.

E_HOMO (spin up / spin down) = -0.366 / -0.373 Ha

```
! wB97M-V def2-TZVPD RIJCOSX def2/J DEFGRID3
* xyz 1 3
W 0.56 -0.24 -0.25
S 2.68 -7.60 -0.31
N 2.00 -6.66 -1.47
C 1.90 -5.40 -1.02
C 1.35 -4.31 -1.75
C 1.08 -4.27 -3.13
C 0.59 -3.10 -3.68
C 0.49 -1.94 -2.93
N 0.76 -1.98 -1.57
C 1.23 -3.11 -1.00
C 1.84 -2.98 0.33
N 1.94 -1.66 0.72
C 2.83 -1.33 1.73
C 3.52 -2.33 2.42
C 3.44 -3.68 2.05
C 2.51 -4.03 1.02
C 2.44 -5.31 0.36
N 2.89 -6.48 0.83
H 1.15 -5.14 -3.78
H 0.36 -3.06 -4.72
H 0.13 -1.01 -3.34
H 2.98 -0.28 1.93
H 4.10 -2.00 3.33
H 4.17 -4.37 2.50
O -1.56 2.68 -2.04
C -0.53 2.05 -1.92
O -0.58 0.74 -1.57
C 0.80 2.69 -2.27
C 0.73 4.01 -2.73
C 1.91 4.75 -2.99
C 3.16 4.25 -2.73
C 3.22 2.95 -2.26
C 2.07 2.15 -2.09
S 2.38 0.45 -1.76
H -0.20 4.53 -2.98
H 1.83 5.67 -3.50
H 4.00 4.87 -2.95
H 4.18 2.41 -2.09
Br 1.45 5.02 6.60
C 0.96 4.05 5.07
C 1.94 4.03 4.01
C 1.84 3.05 3.03
C 0.78 2.18 2.98
C -0.23 2.29 3.92
C -0.13 3.18 4.99
C 0.66 1.38 1.79
O 1.39 1.59 0.75
O -0.10 0.37 1.72
H 2.63 4.82 3.89
H 2.61 2.98 2.26
H -1.10 1.61 4.01
H -0.95 3.21 5.69
N -1.18 -1.48 0.08
C -2.23 -0.94 0.26
N -3.44 -0.56 0.40
C -3.82 0.88 0.68
C -4.56 1.45 -0.50
C -5.73 0.53 -0.98
C -5.34 -0.94 -1.14
C -4.55 -1.49 0.02
H -2.83 1.36 0.81
H -4.46 0.85 1.57
H -3.88 1.61 -1.33
H -4.94 2.41 -0.19
H -6.26 0.92 -1.84
H -6.52 0.54 -0.18
H -4.80 -1.17 -2.15
H -6.27 -1.60 -1.26
H -4.07 -2.44 -0.26
H -5.21 -1.62 0.93
*
```

Here are the natural (NBO) charges for atoms 1 to 6, given in e:
1. W 1.674
2. S 0.968
3. N -0.596
4. C 0.178
5. C -0.101
6. C -0.083

DFT (ωB97M-V/def2-TZVPD) results for 2 unconnected molecules or ions with the total composition C2H7ClS.

structure (SMILES) = CCl.CS
E_HOMO = -0.332 Ha

```
! wB97M-V def2-TZVPD RIJCOSX def2/J DEFGRID3
* xyz 0 1
C 1.98 -0.01 -0.53
Cl 3.22 -0.71 -1.60
H 2.24 -0.24 0.50
H 1.96 1.07 -0.68
H 1.01 -0.44 -0.78
C -2.05 -0.25 0.75
S -0.82 0.20 -0.51
H -1.64 -0.15 1.76
H -2.96 0.34 0.65
H -2.30 -1.30 0.58
H -0.65 1.48 -0.13
*
```

Here are the natural (NBO) charges for atoms 1 to 6, given in e:
1. C -0.583
2. Cl -0.092
3. H 0.210
4. H 0.202
5. H 0.224
6. C -0.730

DFT (ωB97M-V/def2-TZVPD) results for 12 unconnected molecules or ions with the total composition H24O12.

structure (SMILES) = O.O.O.O.O.O.O.O.O.O.O.O
E_HOMO = -0.333 Ha

```
! wB97M-V def2-TZVPD RIJCOSX def2/J DEFGRID3
* xyz 0 1
O 0.03 -0.18 -0.61
H -0.28 0.56 -0.02
H 0.80 0.20 -1.02
O -1.84 2.19 3.56
H -2.68 2.39 3.90
H -1.81 1.27 3.13
O 2.64 -1.64 -1.46
H 2.26 -2.47 -1.80
H 3.11 -1.22 -2.15
O -3.33 -1.60 -1.54
H -3.69 -2.32 -1.14
H -3.86 -1.40 -2.30
O -0.45 -1.99 -1.37
H 0.13 -1.44 -1.95
H -0.09 -2.83 -1.28
O 1.36 -2.02 0.95
H 2.09 -2.35 1.46
H 0.64 -2.10 1.69
O -3.26 2.81 0.33
H -3.53 2.33 -0.47
H -3.52 3.70 0.28
O -4.99 0.20 -0.84
H -5.33 0.38 -1.72
H -4.07 0.21 -0.96
O 2.04 4.45 -1.96
H 2.37 3.58 -2.19
H 2.67 5.03 -2.27
O 3.70 -0.39 -0.63
H 3.32 0.50 -0.29
H 4.61 -0.49 -0.30
O -0.03 -3.73 2.23
H 0.41 -3.83 1.40
H 0.76 -3.97 2.83
O 3.81 2.05 1.59
H 3.98 1.77 0.74
H 4.23 1.47 2.25
*
```

Here are the natural (NBO) charges for atoms 1 to 6, given in e:
1. O -0.921
2. H 0.466
3. H 0.452
4. O -0.950
5. H 0.470
6. H 0.481

DFT (ωB97M-V/def2-TZVPD) results for a molecular structure, C3H2NOS2.

E_HOMO (spin up / spin down) = -0.073 / -0.088 Ha

```
! wB97M-V def2-TZVPD RIJCOSX def2/J DEFGRID3
* xyz -1 1
C -1.02 0.39 -0.03
C -0.97 -1.02 0.07
C 0.10 1.15 0.07
N 1.39 -0.33 -0.11
O 0.62 2.20 0.02
S 3.02 -0.29 0.08
S 0.57 -1.70 0.01
H -1.82 1.07 0.18
H -1.88 -1.47 -0.29
*
```

Here are the natural (NBO) charges for atoms 1 to 6, given in e:
1. C -0.526
2. C -0.533
3. C 0.682
4. N -0.884
5. O -0.567
6. S -0.296

DFT (ωB97M-V/def2-TZVPD) results for a single C3H6O2S2 molecule.

E_HOMO (spin up / spin down) = -0.244 / -0.249 Ha

```
! wB97M-V def2-TZVPD RIJCOSX def2/J DEFGRID3
* xyz 0 1
C -1.64 -1.00 1.89
C 0.46 -2.21 0.89
C 0.51 2.57 -1.53
O -2.66 -0.76 2.42
O 0.51 -0.05 -0.89
S -0.54 -0.73 0.75
S -0.09 0.91 -1.94
H 0.52 -2.82 -0.11
H -0.07 -2.71 1.72
H 1.52 -1.88 1.29
H 1.47 2.60 -1.16
H -0.35 2.95 -0.87
H 0.37 3.13 -2.46
*
```

Here are the natural (NBO) charges for atoms 1 to 6, given in e:
1. C 0.340
2. C -0.767
3. C -0.793
4. O -0.417
5. O -0.977
6. S 0.655

DFT (ωB97M-V/def2-TZVPD) results for a single CH3FOS molecule.

structure (SMILES) = O[C@@H](F)S
E_HOMO = -0.345 Ha

```
! wB97M-V def2-TZVPD RIJCOSX def2/J DEFGRID3
* xyz 0 1
O -0.83 -0.05 -1.25
C -0.05 -0.38 -0.20
F 1.21 -0.72 -0.66
S 0.04 1.24 1.25
H -0.42 0.58 -1.92
H -0.64 -1.15 0.42
H 0.69 0.48 2.35
*
```

Here are the natural (NBO) charges for atoms 1 to 6, given in e:
1. O -0.703
2. C 0.503
3. F -0.349
4. S -0.292
5. H 0.502
6. H 0.183

DFT (ωB97M-V/def2-TZVPD) results for a molecular structure, C11H8FI3Pd.

E_HOMO = -0.292 Ha

```
! wB97M-V def2-TZVPD RIJCOSX def2/J DEFGRID3
* xyz 0 1
Pd 2.34 -0.23 -0.53
I 2.23 -0.29 2.14
C 3.76 -1.77 2.06
I 4.77 -1.58 0.20
H 3.30 -2.75 2.11
H 4.46 -1.62 2.87
I 0.61 -2.78 -0.69
C -0.87 -1.35 -0.29
C -2.11 -1.85 -0.01
C -3.21 -0.99 0.15
C -3.06 0.35 -0.02
C -1.79 0.90 -0.31
C -1.66 2.30 -0.51
C -0.45 2.85 -0.80
C 0.70 2.04 -0.86
C 0.62 0.69 -0.64
C -0.64 0.06 -0.41
H -2.25 -2.92 0.06
H -4.18 -1.41 0.37
H -3.90 1.02 0.07
H -2.55 2.91 -0.43
H -0.36 3.92 -0.98
H 1.66 2.49 -1.08
F 2.58 0.01 -2.45
*
```

Here are the natural (NBO) charges for atoms 1 to 6, given in e:
1. Pd 0.589
2. I 0.323
3. C -0.720
4. I 0.254
5. H 0.237
6. H 0.233

For reference, molar mass by record: 991.995, 187.626, 367.114, 625.976, 402.472, 884.460, 98.598, 216.180, 132.189, 138.213, 82.099, 646.315 g/mol.
For reference, energy relative to the best compared isomer or geometry (same formula, charge and spin) by record: 0.00, 46.61, 59.21, 4.39, 117.10, 63.02, 80.96, 785.98, 378.22, 457.83, 98.58, 0.00 kJ/mol.